# 1
{
  "formula": "C19H24N2O4",
  "method": "the ωB97M-V functional and the def2-TZVPD basis",
  "max_force_ev_per_a": 0.7,
  "smiles": "CC(C)(C)C(=O)Cn1c(=O)n(C[C@@H]2CCCO2)c(=O)c2ccccc21",
  "e_above_lowest_kj_mol": 11.8,
  "orbital_gap_ev": 9.173,
  "spin_multiplicity": 1,
  "homo_energy_ha": -0.3313,
  "e_lumo_ev": 0.2,
  "total_energy_ha": -1148.9479,
  "species": ["C", "C", "C", "C", "C", "O", "C", "N", "C", "O", "N", "C", "C", "C", "C", "C", "O", "C", "O", "C", "C", "C", "C", "C", "C", "H", "H", "H", "H", "H", "H", "H", "H", "H", "H", "H", "H", "H", "H", "H", "H", "H", "H", "H", "H", "H", "H", "H", "H"],
  "xyz": [[-2.36173, -0.56057, 1.71100], [-2.86766, -1.60376, 0.70411], [-4.30939, -1.98022, 1.06064], [-1.98405, -2.85663, 0.75602], [-2.86570, -1.04164, -0.71298], [-3.87787, -0.91997, -1.35649], [-1.53116, -0.69891, -1.38473], [-0.66970, 0.22601, -0.67674], [0.53029, -0.27094, -0.21623], [0.82416, -1.44185, -0.36586], [1.36820, 0.61134, 0.43010], [2.63465, 0.09192, 0.92279], [3.83374, 0.51094, 0.04449], [3.69115, 0.05526, -1.40947], [4.16483, -1.39574, -1.32794], [5.17417, -1.35984, -0.16971], [5.00527, -0.12180, 0.51020], [1.11178, 1.95909, 0.64901], [1.91231, 2.65489, 1.23410], [-0.17026, 2.42998, 0.12948], [-0.51806, 3.77048, 0.29878], [-1.71880, 4.24402, -0.17899], [-2.58231, 3.37238, -0.83221], [-2.25606, 2.04288, -1.00815], [-1.03934, 1.55098, -0.52869], [-1.28265, -0.44689, 1.66584], [-2.61786, -0.88609, 2.71682], [-2.82739, 0.40817, 1.53879], [-4.70470, -2.69207, 0.34058], [-4.34727, -2.42592, 2.05105], [-4.94550, -1.09870, 1.04717], [-2.04684, -3.29799, 1.74798], [-0.94206, -2.62498, 0.55376], [-2.32615, -3.59371, 0.03246], [-1.75534, -0.30293, -2.38116], [-0.96393, -1.62874, -1.49939], [2.56019, -0.99488, 0.95373], [2.79644, 0.48353, 1.92932], [3.98157, 1.59015, 0.14374], [4.35828, 0.64467, -2.03929], [2.67619, 0.14733, -1.78889], [3.32424, -2.04804, -1.09290], [4.62167, -1.73746, -2.25381], [6.20905, -1.39395, -0.52506], [5.02225, -2.18914, 0.53071], [0.18357, 4.40874, 0.81328], [-1.98950, 5.27973, -0.04786], [-3.52725, 3.73377, -1.20885], [-2.95550, 1.39710, -1.51058]]
}

# 2
{
  "formula": "C19H24N3O2ReS2",
  "method": "the ωB97M-V functional and the def2-TZVPD basis",
  "max_force_ev_per_a": 1.8,
  "orbital_gap_ev": [6.489, 6.567],
  "spin_multiplicity": 2,
  "total_charge": 1,
  "homo_energy_ha": [-0.4024, -0.4017],
  "e_lumo_ev": [-4.5, -4.4],
  "total_energy_ha": -1927.6143,
  "species": ["Re", "C", "N", "C", "C", "N", "C", "C", "C", "C", "C", "C", "C", "S", "C", "C", "C", "C", "C", "C", "S", "H", "H", "H", "H", "H", "H", "H", "H", "H", "H", "H", "H", "H", "H", "H", "H", "H", "H", "N", "C", "C", "C", "O", "O", "H", "H", "H", "H", "H", "H"],
  "xyz": [[-0.98716, -0.51173, 0.02777], [1.92201, -1.57201, -1.22841], [1.56759, -0.61420, -0.15350], [2.22336, 0.67664, -0.47326], [1.30434, 1.60992, -1.21935], [0.11442, 1.87638, -0.42554], [0.43805, 2.57128, 0.83700], [-0.87382, 2.65972, -1.12732], [-0.56712, 3.62263, -2.07680], [-1.57211, 4.41315, -2.61888], [-2.88579, 4.25138, -2.20824], [-3.20228, 3.27946, -1.27207], [-2.19605, 2.48233, -0.74218], [-2.57202, 1.22987, 0.42357], [2.05617, -1.08528, 1.14145], [3.36440, -1.53606, 1.27660], [3.86161, -1.93170, 2.50675], [3.05563, -1.86543, 3.63402], [1.75824, -1.40506, 3.51793], [1.25476, -1.01431, 2.27682], [-0.39257, -0.38242, 2.26556], [2.99745, -1.55753, -1.41942], [1.40736, -1.29572, -2.14606], [1.64198, -2.58007, -0.95596], [3.10818, 0.50224, -1.08838], [2.55856, 1.14521, 0.44929], [0.98909, 1.17240, -2.16899], [1.87263, 2.52317, -1.42984], [1.07464, 3.44065, 0.63940], [0.93971, 1.90761, 1.53639], [-0.48318, 2.91120, 1.30257], [0.45694, 3.77278, -2.39156], [-1.31614, 5.16743, -3.35026], [-3.66741, 4.87332, -2.62280], [-4.22505, 3.12294, -0.95480], [4.01653, -1.57253, 0.41373], [4.88086, -2.28476, 2.58096], [3.43874, -2.16774, 4.59901], [1.11476, -1.32775, 4.38525], [-3.07735, -1.47957, 0.07778], [-3.23039, -2.88689, -0.35265], [-2.08940, -3.72478, 0.17960], [-0.78013, -3.34799, -0.48884], [0.14509, -4.11629, -0.50352], [-0.73728, -2.13185, -1.05605], [-3.37844, -1.38541, 1.04436], [-3.68884, -0.88155, -0.46840], [-3.23517, -2.91076, -1.44116], [-4.18399, -3.28303, -0.00214], [-2.25889, -4.78617, 0.01446], [-1.96252, -3.57312, 1.25613]]
}

# 3
{
  "formula": "C19H24N4O4",
  "method": "the ωB97M-V functional and the def2-TZVPD basis",
  "max_force_ev_per_a": 2.3,
  "smiles": "CNC(=O)[C@H](Cc1c[nH]c2ccccc12)NC(C)=O.O=C1CCCC(=O)N1",
  "e_above_lowest_kj_mol": 61.3,
  "orbital_gap_ev": 8.665,
  "spin_multiplicity": 1,
  "homo_energy_ha": -0.3021,
  "e_lumo_ev": 0.4,
  "total_energy_ha": -1258.4915,
  "species": ["C", "N", "C", "O", "C", "C", "C", "C", "N", "C", "C", "C", "C", "C", "C", "N", "C", "C", "O", "H", "H", "H", "H", "H", "H", "H", "H", "H", "H", "H", "H", "H", "H", "H", "H", "H", "O", "C", "C", "C", "C", "C", "O", "N", "H", "H", "H", "H", "H", "H", "H"],
  "xyz": [[-2.84441, 0.01767, -4.81443], [-1.54076, 0.56706, -5.18919], [-0.36993, 0.38133, -4.57009], [0.64551, 0.88830, -5.03611], [-0.29756, -0.44020, -3.27100], [-0.58957, 0.44264, -2.04476], [-0.52237, -0.25918, -0.72257], [-1.54269, -0.92552, -0.13728], [-1.09824, -1.53342, 1.01961], [0.23832, -1.28396, 1.24156], [1.12556, -1.66858, 2.25637], [2.46507, -1.25032, 2.18501], [2.89434, -0.45211, 1.10899], [1.99101, -0.06471, 0.10001], [0.63878, -0.47084, 0.13949], [1.01440, -1.08511, -3.12720], [1.20264, -2.32782, -2.68418], [2.63489, -2.79419, -2.56642], [0.28547, -3.08684, -2.39494], [-3.60752, 0.37750, -5.50692], [-2.81853, -1.07303, -4.86056], [-3.11613, 0.33107, -3.80537], [-1.48954, 1.13077, -6.02483], [-1.05979, -1.21782, -3.31657], [0.12820, 1.26431, -2.02898], [-1.58090, 0.88355, -2.14918], [-2.53891, -1.01446, -0.55175], [-1.66724, -2.15870, 1.57082], [0.78762, -2.29325, 3.06911], [3.16856, -1.54782, 2.95119], [3.92686, -0.13329, 1.05776], [2.33132, 0.55021, -0.71995], [1.81899, -0.54326, -3.40228], [3.14741, -2.64194, -3.51392], [2.63966, -3.85322, -2.31357], [3.12994, -2.22996, -1.77828], [-0.54853, 4.19801, 2.41063], [-0.52911, 3.22882, 3.14535], [-0.78410, 1.82240, 2.61180], [-1.33756, 0.91367, 3.71990], [-0.41769, 0.98103, 4.94583], [-0.20443, 2.43134, 5.36862], [0.01612, 2.72329, 6.52876], [-0.23151, 3.44709, 4.45893], [0.16178, 1.42129, 2.23912], [-1.48666, 1.86759, 1.77498], [-1.41293, -0.11767, 3.36501], [-2.34541, 1.24356, 3.99620], [-0.85568, 0.41998, 5.77599], [0.55317, 0.53737, 4.70813], [-0.10793, 4.39735, 4.78115]]
}

# 4
{
  "formula": "C19H24N4O4",
  "method": "the ωB97M-V functional and the def2-TZVPD basis",
  "max_force_ev_per_a": 1.3,
  "smiles": "COCCCn1c(N)c(C(=O)O[C@@H](C)COC)c2nc3ccccc3nc21",
  "e_above_lowest_kj_mol": 232.1,
  "orbital_gap_ev": 8.030,
  "spin_multiplicity": 1,
  "homo_energy_ha": -0.2804,
  "e_lumo_ev": 0.4,
  "total_energy_ha": -1258.4264,
  "species": ["C", "O", "C", "C", "C", "N", "C", "N", "C", "C", "O", "O", "C", "C", "C", "O", "C", "C", "N", "C", "C", "C", "C", "C", "C", "N", "C", "H", "H", "H", "H", "H", "H", "H", "H", "H", "H", "H", "H", "H", "H", "H", "H", "H", "H", "H", "H", "H", "H", "H", "H"],
  "xyz": [[-3.68055, -5.01708, 0.14246], [-3.23908, -3.71076, -0.12920], [-4.19464, -2.92262, -0.81245], [-3.60229, -1.53810, -1.04930], [-3.30175, -0.81055, 0.27589], [-1.98623, -0.22732, 0.28665], [-0.80313, -0.90975, 0.37520], [-0.72953, -2.23319, 0.52374], [0.28067, -0.02030, 0.33431], [1.64713, -0.47546, 0.37771], [1.94608, -1.66034, 0.48078], [2.53439, 0.51712, 0.27846], [3.92919, 0.21201, 0.33934], [4.30276, -0.27501, 1.73813], [4.34127, -0.76636, -0.78353], [5.52221, -0.39779, -1.45361], [6.70868, -0.60335, -0.72947], [-0.27394, 1.28820, 0.20920], [0.26229, 2.47964, 0.13025], [-0.61313, 3.50578, 0.01687], [-0.10668, 4.81733, -0.07466], [-0.95699, 5.88218, -0.18884], [-2.34641, 5.68775, -0.21695], [-2.87395, 4.42806, -0.13069], [-2.02685, 3.31292, -0.01239], [-2.57850, 2.07091, 0.07204], [-1.70842, 1.11117, 0.17756], [-3.90802, -5.55730, -0.78350], [-4.57599, -5.00779, 0.77480], [-2.86977, -5.51878, 0.66653], [-4.44859, -3.39531, -1.77248], [-5.11480, -2.85033, -0.21302], [-2.67438, -1.65403, -1.61223], [-4.29231, -0.95657, -1.65909], [-4.00212, 0.00974, 0.43974], [-3.37535, -1.51740, 1.10785], [-1.52701, -2.83035, 0.35952], [0.21975, -2.59300, 0.51987], [4.40120, 1.17976, 0.13334], [3.83540, -1.23802, 1.92884], [5.37954, -0.37755, 1.83410], [3.94776, 0.44042, 2.47712], [3.56824, -0.75172, -1.55616], [4.42206, -1.78701, -0.38629], [7.52492, -0.47052, -1.43815], [6.74994, -1.61768, -0.31454], [6.82425, 0.12073, 0.08478], [0.96463, 4.94237, -0.05156], [-0.56300, 6.88572, -0.25866], [-2.99953, 6.54348, -0.30771], [-3.93943, 4.25608, -0.15059]]
}

# 5
{
  "formula": "C19H24N5O9S2Ti",
  "method": "the ωB97M-V functional and the def2-TZVPD basis",
  "max_force_ev_per_a": 1.2,
  "e_above_lowest_kj_mol": 28.9,
  "orbital_gap_ev": 7.767,
  "spin_multiplicity": 1,
  "total_charge": 1,
  "homo_energy_ha": -0.4545,
  "e_lumo_ev": -4.6,
  "total_energy_ha": -3335.0731,
  "species": ["Ti", "C", "C", "N", "N", "C", "N", "S", "C", "C", "C", "C", "C", "N", "H", "H", "H", "H", "H", "H", "H", "H", "H", "H", "O", "C", "O", "C", "C", "C", "C", "C", "C", "N", "O", "O", "H", "H", "H", "H", "C", "C", "O", "C", "C", "H", "H", "H", "H", "H", "H", "H", "H", "H", "H", "O", "S", "O", "O", "O"],
  "xyz": [[-0.32029, 0.35823, 0.89909], [-3.75583, 2.70654, 2.25159], [-2.86000, 1.90201, 1.37994], [-2.32251, 0.79379, 1.72443], [-2.62008, 0.30803, 2.98852], [-2.22698, -0.99449, 3.17689], [-2.34991, -1.45391, 4.41120], [-1.64334, -1.89217, 1.88505], [-2.45284, 2.32412, 0.02211], [-3.15443, 3.24503, -0.72409], [-2.76369, 3.48466, -2.03799], [-1.69151, 2.78864, -2.55325], [-1.03167, 1.88257, -1.73667], [-1.38841, 1.66214, -0.47647], [-3.19128, 3.00972, 3.13816], [-4.11925, 3.60333, 1.76298], [-4.59935, 2.09896, 2.58407], [-2.35051, 0.96130, 3.73006], [-2.77609, -0.91165, 5.14619], [-2.05657, -2.39572, 4.61003], [-4.00742, 3.75515, -0.30363], [-3.30358, 4.19846, -2.64466], [-1.36230, 2.92916, -3.57216], [-0.19307, 1.31929, -2.11463], [-1.42571, -0.89577, -2.39480], [-0.54695, -1.33126, -1.69501], [-0.37928, -0.93047, -0.42860], [0.45122, -2.32821, -2.17679], [1.04485, -3.23524, -1.30361], [1.96361, -4.15350, -1.78106], [2.28028, -4.12776, -3.12611], [1.69703, -3.24463, -4.01521], [0.76223, -2.34511, -3.53243], [3.28516, -5.09015, -3.63548], [3.56709, -5.02537, -4.81144], [3.75988, -5.86871, -2.83739], [0.77654, -3.23085, -0.25555], [2.43362, -4.88161, -1.13658], [1.97210, -3.27530, -5.05888], [0.26279, -1.65516, -4.19811], [2.29584, -1.54647, 1.62915], [2.63986, -0.63648, 0.47877], [1.75070, 0.52363, 0.35270], [2.25460, 1.40987, -0.68766], [2.01530, 2.86818, -0.38509], [1.28392, -1.95100, 1.57009], [2.41564, -1.04172, 2.58371], [2.98903, -2.38807, 1.58654], [2.61456, -1.16840, -0.47542], [3.63821, -0.22412, 0.62801], [1.81815, 1.09485, -1.64125], [3.32586, 1.22327, -0.75226], [0.96238, 3.13720, -0.37329], [2.51429, 3.45206, -1.15970], [2.44166, 3.13030, 0.58160], [0.19825, 0.17432, 2.71051], [0.38332, 1.68594, 3.08017], [-0.66873, 2.05574, 3.99537], [0.03857, 2.18024, 1.66630], [1.72504, 1.95651, 3.45199]]
}